1.
Entry from the Open Molecules 2025 dataset: 3 unconnected molecules or ions with the total composition C24H52N3O5P2 in a non-equilibrium geometry (the ωB97M-V functional and the def2-TZVPD basis).

```
86
Properties=species:S:1:pos:R:3:lowdin_charge:R:1
C 5.34 -3.55 1.77 -0.113
C 4.72 -3.44 0.38 -0.248
C 3.75 -2.27 0.24 -0.191
C 2.29 -2.63 -0.06 -0.409
C 1.39 -1.47 0.34 -0.072
C 1.89 -3.91 0.66 -0.533
N 1.98 -3.78 2.05 0.027
P 0.26 -4.61 0.16 0.871
P -1.30 -3.76 1.44 0.161
O -0.90 -2.96 2.58 -0.323
O -2.24 -2.97 0.49 -0.158
O -2.19 -4.99 1.86 -0.185
H 6.25 -2.97 1.79 0.062
H 4.71 -3.12 2.53 0.049
H 5.62 -4.56 2.04 0.063
H 5.54 -3.26 -0.29 0.091
H 4.27 -4.37 0.07 0.092
H 3.78 -1.63 1.11 0.100
H 4.08 -1.65 -0.57 0.108
H 2.18 -2.80 -1.11 0.124
H 0.49 -1.42 -0.24 0.051
H 1.95 -0.57 0.12 0.074
H 1.19 -1.46 1.40 0.064
H 2.49 -4.56 2.45 0.086
H 2.43 -2.91 2.31 0.070
H 0.00 -3.97 -1.06 -0.090
H -2.63 -2.24 1.01 0.102
H -1.98 -5.22 2.78 0.083
C -0.86 5.17 2.92 -0.037
C 0.44 4.48 3.36 -0.501
C 1.31 4.21 2.13 -0.135
C 0.74 3.12 1.23 -0.162
C 0.47 1.84 2.02 -0.127
C -0.33 2.04 3.31 -0.487
N 0.18 3.21 4.10 -0.093
O 1.20 2.88 4.80 -0.027
C -1.82 2.20 2.98 -0.029
C -0.23 0.77 4.15 -0.042
C 1.13 5.47 4.29 -0.052
H -0.66 6.21 2.68 0.083
H -1.31 4.74 2.03 0.059
H -1.60 5.15 3.73 0.091
H 2.31 3.92 2.46 0.125
H 1.43 5.14 1.57 0.122
H -0.17 3.46 0.75 0.101
H 1.44 2.91 0.43 0.114
H -0.05 1.12 1.39 0.128
H 1.44 1.38 2.27 0.121
H -2.38 2.47 3.88 0.089
H -2.22 1.26 2.60 0.085
H -2.02 2.95 2.21 0.061
H 0.80 0.48 4.32 0.079
H -0.72 -0.04 3.62 0.081
H -0.72 0.91 5.11 0.090
H 0.50 5.69 5.15 0.090
H 1.31 6.40 3.75 0.083
H 2.09 5.10 4.65 0.076
C -3.09 1.54 -3.93 -0.057
C -1.71 0.94 -3.56 -0.555
C -0.87 0.84 -4.83 -0.156
C -1.36 -0.25 -5.77 -0.196
C -1.46 -1.58 -5.03 -0.150
C -2.22 -1.49 -3.69 -0.540
N -1.85 -0.34 -2.85 -0.162
O -0.60 -0.63 -2.24 -0.326
C -3.74 -1.50 -3.97 -0.054
C -1.94 -2.76 -2.91 -0.085
C -1.08 1.93 -2.62 -0.082
H -2.98 2.61 -4.13 0.071
H -3.54 1.10 -4.82 0.046
H -3.78 1.42 -3.09 0.080
H 0.17 0.62 -4.56 0.111
H -0.86 1.80 -5.36 0.109
H -2.33 0.01 -6.21 0.093
H -0.67 -0.36 -6.62 0.099
H -1.93 -2.33 -5.67 0.109
H -0.44 -1.93 -4.83 0.109
H -4.28 -1.33 -3.03 0.078
H -4.04 -2.46 -4.37 0.070
H -4.06 -0.75 -4.69 0.049
H -0.87 -2.91 -2.79 0.046
H -2.35 -3.63 -3.43 0.078
H -2.39 -2.71 -1.92 0.062
H -1.69 2.05 -1.73 0.077
H -0.99 2.91 -3.12 0.072
H -0.08 1.61 -2.32 0.063
```

Total charge: -1
Gap between HOMO and LUMO (spin up / spin down) (eV): 4.7 / 4.5
Spin multiplicity: 3
HOMO energy (spin up / spin down) (eV): -2.10 / -2.10
<S²>: 2.01
LUMO (spin up / spin down) (eV): 2.60 / 2.40

***

2.
Entry from the Open Molecules 2025 dataset: a molecular structure, C5H9NO4P in a non-equilibrium geometry (the ωB97M-V functional and the def2-TZVPD basis).

```
20
Properties=species:S:1:pos:R:3:lowdin_charge:R:1
C 2.72 0.06 -0.46 -0.077
C -2.31 0.21 0.33 -0.176
C -1.99 1.19 -0.84 -0.128
C 1.82 -1.06 -0.32 -0.198
C 1.28 -1.68 0.87 -0.036
N 0.97 0.19 -0.78 0.035
O 3.50 0.91 -0.47 0.324
O 0.96 1.77 1.42 -0.161
O -1.09 0.05 0.94 -0.198
O -0.86 2.03 -0.46 -0.124
P 0.05 1.15 0.49 0.570
H -2.94 0.54 1.13 0.126
H -2.73 -0.82 0.01 0.167
H -1.80 0.66 -1.69 0.091
H -2.86 1.84 -0.94 0.146
H 1.78 -1.82 -1.15 0.195
H 0.23 -2.15 0.56 0.159
H 1.01 -0.94 1.59 0.059
H 1.67 -2.52 1.45 0.116
H 0.60 0.39 -1.67 0.109
```

Relative energy (zero: lowest compared OMol25 entry of this formula, charge and spin) (kJ/mol): 181.8
Total charge: +1
Gap between HOMO and LUMO (eV): 10.4
HOMO energy (eV): -15.11
LUMO (eV): -4.71

***

no.,energy (eV)
1,-59014.96584
2,-24291.96604